[1]
The following is a quantum chemistry calculation of 5 unconnected molecules or ions with the total composition C12H26FIO6SSi at a distorted geometry, from OMol25.

```
48
Properties=species:S:1:pos:R:3
O -0.19572 -1.38797 -2.81234
S 0.97750 -0.70322 -2.56946
O 0.89531 0.62493 -2.15224
F 1.76687 -0.73817 -3.88207
Si 2.22016 -1.94708 -1.20550
I 1.99223 -4.21367 -2.05620
H 3.62283 -1.54185 -1.32699
H 1.64938 -1.85055 0.13739
C -0.30874 -4.98118 1.64319
C 0.51695 -3.77822 2.03789
C -0.23086 -2.59189 2.59253
O 1.72102 -3.76796 1.90813
H 0.34362 -5.76098 1.25802
H -0.85505 -5.36129 2.50804
H -1.03055 -4.70227 0.87344
H -0.77200 -2.88554 3.49299
H -0.95015 -2.22341 1.85835
H 0.46410 -1.79250 2.83249
C 3.43572 1.94380 -5.22148
C 4.40605 2.51441 -6.23077
C 4.24354 2.04789 -7.66069
O 5.26710 3.30135 -5.91393
H 3.65152 2.35147 -4.23697
H 2.41210 2.20094 -5.49840
H 3.52955 0.85758 -5.18681
H 3.24934 2.30602 -8.02900
H 4.36113 0.96451 -7.71778
H 4.99386 2.52475 -8.28596
C -0.58898 2.35686 0.06664
C -0.62679 1.79177 1.46311
C -1.16895 2.69570 2.54030
O -0.24837 0.66356 1.70340
H -0.17850 1.62532 -0.62515
H -1.60097 2.62728 -0.24100
H 0.03297 3.25390 0.04534
H -2.19399 2.97917 2.31333
H -0.55513 3.59704 2.60260
H -1.15105 2.18510 3.49909
C -3.35306 -0.21733 4.02100
C -4.19202 1.02004 4.23894
C -5.32698 0.90677 5.23089
O -3.96433 2.05089 3.64835
H -2.57151 -0.01235 3.29307
H -2.89375 -0.52689 4.96162
H -3.97969 -1.03441 3.65776
H -4.93996 0.63828 6.21521
H -6.02617 0.13191 4.91249
H -5.84956 1.85747 5.29715
```

Computed properties:
E_HOMO, eV: -9.52
Energy, Eh: -2009.51732
Gap between HOMO and LUMO, eV: 9.648
Structure (SMILES): O=S(=O)(F)[SiH2]I.CC(C)=O.CC(C)=O.CC(C)=O.CC(C)=O


[2]
The following is a quantum chemistry calculation of a molecular structure, C12H26HfNO4P2 at a distorted geometry, from OMol25.

```
46
Properties=species:S:1:pos:R:3
C 0.98233 -1.24963 -3.00258
C 1.02617 -0.83918 -1.66176
N -0.12218 -0.77442 -0.91831
C -1.30820 -1.06418 -1.49437
C -1.39627 -1.46907 -2.82443
C -0.23247 -1.57641 -3.60659
C 2.33616 -0.24371 -1.15932
P 2.47373 -0.08191 0.66083
Hf 0.00016 -0.38581 1.43442
P -2.53261 0.06986 0.83194
C -2.62684 -0.99402 -0.69950
O 1.97372 2.76166 -2.08356
O -0.72768 2.42164 -1.14530
H 1.91540 -1.28777 -3.54521
H -2.38749 -1.69415 -3.23164
H -0.28737 -1.92377 -4.64340
C 3.29711 -1.65535 1.12700
C 3.77895 1.17213 0.82132
H -3.39706 -0.55097 -1.34747
H -2.91882 -2.00420 -0.38914
H 2.45816 0.77910 -1.52961
H 3.18190 -0.79570 -1.62515
C -3.71347 -0.72884 1.94810
C -3.36351 1.57469 0.26454
H -0.29339 2.25074 -0.32575
H -0.76739 3.37256 -1.19649
H 1.09132 2.37484 -1.96266
H 2.20395 2.44302 -2.99953
H -0.23744 -2.06340 1.42178
H 0.01822 1.33529 1.62057
H 4.32689 -1.66945 0.71811
H 3.28957 -1.67567 2.22877
H 2.69477 -2.49650 0.73730
H 4.77320 0.73542 0.63127
H 3.60055 2.01641 0.13785
H 3.73526 1.54258 1.85298
H -4.34669 1.34272 -0.16958
H -3.47839 2.23875 1.13140
H -2.70889 2.06180 -0.46971
H -4.73910 -0.41553 1.70224
H -3.60370 -1.82047 1.87700
H -3.43566 -0.40324 2.96140
O -1.29966 0.34733 4.57874
C -0.17871 -0.14344 4.53972
O 0.50658 -0.41202 3.41291
H 0.43887 -0.42174 5.39085
```

Computed properties:
E_HOMO, eV: -11.48
Total charge: +1
Energy, Eh: -1559.07662
Gap between HOMO and LUMO, eV: 7.904